1.
{
  "formula": "C5H8O",
  "method": "ωB97M-V with the def2-TZVPD basis set",
  "smiles": "C=C/C=C/CO",
  "multiplicity": 1,
  "gap_ev": 9.7,
  "species": ["C", "C", "C", "O", "C", "C", "H", "H", "H", "H", "H", "H", "H", "H"],
  "positions_angstrom": [[1.027, -1.189, -0.973], [2.153, -1.127, -1.682], [-1.303, 1.142, 1.029], [-2.313, 0.696, 1.966], [-0.531, -0.037, 0.545], [0.331, -0.002, -0.469], [0.569, -2.141, -0.719], [2.543, -0.166, -2.004], [2.543, -1.974, -2.203], [-1.854, 1.679, 0.251], [-0.688, 1.905, 1.502], [-2.255, 1.270, 2.739], [-0.907, -1.001, 0.877], [0.686, 0.945, -0.860]]
}


2.
{
  "formula": "C18H14Br2N2O2Rb",
  "method": "ωB97M-V with the def2-TZVPD basis set",
  "total_charge": -1,
  "multiplicity": 1,
  "gap_ev": 6.3,
  "species": ["Rb", "C", "C", "C", "C", "C", "Br", "N", "C", "H", "H", "H", "H", "H", "H", "O", "C", "O", "C", "C", "C", "C", "C", "N", "H", "H", "H", "H", "Br", "C", "C", "C", "C", "C", "C", "H", "H", "H", "H"],
  "positions_angstrom": [[-0.251, 0.084, -0.180], [1.062, -4.906, 2.426], [0.071, -4.576, 1.344], [-0.732, -5.527, 0.732], [-1.627, -5.153, -0.261], [-1.669, -3.813, -0.595], [-2.868, -3.223, -1.958], [-0.926, -2.884, -0.037], [-0.069, -3.257, 0.917], [1.093, -5.979, 2.619], [0.807, -4.392, 3.353], [2.061, -4.568, 2.149], [-0.661, -6.568, 1.027], [-2.265, -5.868, -0.758], [0.532, -2.451, 1.358], [-0.980, 4.417, -2.307], [-0.612, 3.453, -1.620], [-1.002, 2.260, -1.653], [0.491, 3.778, -0.579], [0.978, 5.080, -0.481], [1.967, 5.364, 0.443], [2.450, 4.340, 1.248], [1.911, 3.074, 1.086], [0.954, 2.797, 0.199], [0.560, 5.825, -1.142], [2.363, 6.368, 0.538], [3.226, 4.512, 1.982], [2.258, 2.241, 1.690], [5.632, -0.942, 5.072], [4.117, -0.890, 3.900], [3.053, -0.059, 4.199], [1.960, -0.044, 3.330], [1.853, -0.820, 2.159], [2.983, -1.631, 1.940], [4.105, -1.685, 2.770], [3.076, 0.558, 5.089], [1.146, 0.629, 3.604], [3.014, -2.281, 1.061], [4.948, -2.327, 2.544]]
}


3.
{
  "formula": "C5H6INO",
  "method": "ωB97M-V with the def2-TZVPD basis set",
  "smiles": "C=C/C=C\\N=C(\\O)I",
  "multiplicity": 1,
  "gap_ev": 8.5,
  "species": ["C", "C", "C", "C", "C", "N", "O", "I", "H", "H", "H", "H", "H", "H"],
  "positions_angstrom": [[0.878, -0.802, 1.090], [1.112, -1.316, -0.196], [0.081, 0.293, 1.381], [1.351, -0.614, -1.304], [-1.655, 1.031, -0.092], [-0.546, 1.104, 0.470], [-2.169, 1.937, -0.962], [-3.117, -0.547, 0.030], [1.520, -1.239, 1.950], [1.246, -2.373, -0.289], [0.206, 0.576, 2.431], [1.313, 0.365, -1.365], [1.343, -1.230, -2.242], [-1.564, 2.815, -0.902]]
}


Copy entry 3 word for word.
{
  "formula": "C5H6INO",
  "method": "ωB97M-V with the def2-TZVPD basis set",
  "smiles": "C=C/C=C\\N=C(\\O)I",
  "multiplicity": 1,
  "gap_ev": 8.5,
  "species": ["C", "C", "C", "C", "C", "N", "O", "I", "H", "H", "H", "H", "H", "H"],
  "positions_angstrom": [[0.878, -0.802, 1.090], [1.112, -1.316, -0.196], [0.081, 0.293, 1.381], [1.351, -0.614, -1.304], [-1.655, 1.031, -0.092], [-0.546, 1.104, 0.470], [-2.169, 1.937, -0.962], [-3.117, -0.547, 0.030], [1.520, -1.239, 1.950], [1.246, -2.373, -0.289], [0.206, 0.576, 2.431], [1.313, 0.365, -1.365], [1.343, -1.230, -2.242], [-1.564, 2.815, -0.902]]
}